[1]
Density functional theory data (ωB97M-V with the def2-TZVPD basis set) for a 2-piece molecular cluster, C29H53ClN6O5 overall in a non-equilibrium geometry.

```
94
Properties=species:S:1:pos:R:3
C 2.97 -5.35 -3.02
C 1.50 -5.10 -3.75
C 0.68 -4.05 -2.79
C 0.62 -2.62 -3.59
C 0.69 -1.29 -2.58
C -0.77 -1.18 -1.77
C -0.55 -0.71 -0.18
O 0.32 0.44 -0.09
C -0.29 1.75 -0.16
C -0.06 2.27 -1.74
C 1.47 2.72 -2.07
C 2.57 1.51 -2.17
C 4.06 2.26 -2.26
N 4.57 2.41 -0.83
C 5.62 1.34 -0.50
C 5.30 3.72 -0.61
C 5.12 4.41 0.90
O 6.08 4.28 -1.56
C 0.59 2.66 0.93
C 0.09 4.16 1.19
N 1.32 4.98 1.64
N -0.51 4.92 0.04
N -0.82 4.15 2.43
C -1.92 1.79 0.16
Cl -2.99 1.65 -1.35
N -2.14 0.72 1.22
C -3.34 0.91 2.11
N -4.49 1.70 1.55
C -1.92 -0.71 0.72
C -3.21 -1.45 0.07
C -3.06 -3.11 0.26
C -3.03 -4.18 -0.98
C -2.87 -5.80 -0.66
C -2.78 -6.44 0.87
C -2.84 -5.37 2.11
C -2.76 -5.78 3.73
C -2.98 -3.77 1.79
H 2.75 -5.36 -1.85
H 3.67 -4.45 -3.33
H 3.40 -6.37 -3.41
H 1.65 -4.62 -4.83
H 0.92 -6.11 -3.90
H -0.43 -4.45 -2.72
H 1.13 -3.91 -1.71
H 1.53 -2.49 -4.34
H -0.36 -2.54 -4.27
H 1.62 -1.31 -1.86
H 0.72 -0.36 -3.33
H -1.24 -2.24 -1.87
H -1.41 -0.44 -2.39
H 0.10 -1.62 0.25
H -0.73 3.23 -1.97
H -0.37 1.47 -2.53
H 1.91 3.56 -1.36
H 1.44 3.23 -3.15
H 2.49 0.91 -3.19
H 2.64 0.82 -1.23
H 4.02 3.28 -2.85
H 4.79 1.47 -2.77
H 6.47 1.45 -1.33
H 6.08 1.62 0.56
H 5.19 0.25 -0.51
H 4.71 5.50 0.78
H 6.19 4.35 1.41
H 4.39 3.75 1.54
H 0.50 2.06 1.96
H 1.76 2.63 0.69
H 1.15 5.40 2.58
H 1.57 5.70 0.92
H 0.08 4.90 -0.82
H -1.51 4.68 -0.15
H -1.57 4.90 2.33
H -1.25 3.21 2.57
H -2.26 2.81 0.68
H -1.32 0.86 1.88
H -3.78 -0.14 2.47
H -3.00 1.45 3.12
H -4.43 2.65 2.01
H -5.41 1.31 1.85
H -1.67 -1.31 1.72
H -4.25 -1.23 0.63
H -3.44 -1.16 -1.06
H -3.10 -3.79 -2.08
H -2.83 -6.53 -1.59
H -2.65 -7.60 1.09
H -2.62 -4.81 4.40
H -1.78 -6.43 3.94
H -3.70 -6.40 4.09
H -3.04 -3.01 2.71
C -3.07 2.34 6.43
O -2.50 3.05 7.29
O -3.14 2.98 5.27
O -3.56 1.19 6.49
H -2.68 3.76 5.64
```

The total energy is -62612.678 eV. The HOMO-LUMO gap comes out at 0.22083 Eh. The highest occupied orbital energy is -6.669 eV. Its strongest force on any atom is 8.52 eV/A.

Löwdin population analysis, charges in e, atoms 1 to 6: -0.143, -0.261, -0.223, -0.218, -0.186, -0.128


[2]
Density functional theory data (ωB97M-V with the def2-TZVPD basis set) for C29H53CuN2O2P2 as an isolated structure in a non-equilibrium geometry.

```
89
Properties=species:S:1:pos:R:3
C 2.21 -1.27 -1.87
C 1.49 0.77 -2.77
C 3.13 -1.42 -2.90
C 2.27 0.56 -3.93
C 3.11 -0.53 -3.98
H 3.81 -2.26 -2.84
H 2.21 1.27 -4.76
H 3.81 -0.67 -4.80
N 1.44 -0.19 -1.79
P 0.48 -2.37 0.10
P 0.27 2.48 -0.91
C 2.13 -2.32 -0.76
H 2.38 -3.33 -1.16
H 2.92 -2.09 0.01
C 0.83 2.01 -2.54
H 0.49 2.54 -3.40
C -1.53 3.29 -0.76
C 1.76 3.68 -0.77
C -0.50 -3.57 -1.01
C 0.95 -3.13 1.76
C -2.51 2.35 -0.05
H -2.11 1.95 0.89
H -3.41 2.92 0.20
H -2.82 1.51 -0.69
C -1.45 4.58 0.07
H -1.09 4.36 1.08
H -0.83 5.35 -0.39
H -2.48 4.98 0.18
C -2.03 3.55 -2.17
H -2.94 4.17 -2.12
H -1.30 4.08 -2.80
H -2.31 2.60 -2.64
C 1.78 4.33 0.60
H 1.78 3.57 1.40
H 2.70 4.91 0.66
H 0.94 5.02 0.77
C 3.04 2.85 -0.95
H 3.02 1.92 -0.36
H 3.21 2.61 -2.00
H 3.91 3.44 -0.61
C 1.62 4.70 -1.88
H 1.59 4.20 -2.86
H 0.71 5.31 -1.80
H 2.50 5.37 -1.88
C -0.32 -3.51 2.52
H -0.02 -3.90 3.50
H -0.96 -2.64 2.69
H -0.90 -4.30 2.02
C 1.71 -2.08 2.57
H 2.54 -1.61 2.03
H 1.05 -1.28 2.94
H 2.15 -2.58 3.45
C 1.87 -4.35 1.59
H 2.82 -4.08 1.11
H 2.09 -4.73 2.60
H 1.42 -5.16 1.02
C -0.24 -3.23 -2.48
H 0.78 -3.51 -2.80
H -0.95 -3.80 -3.11
H -0.40 -2.17 -2.71
C -1.99 -3.36 -0.70
H -2.29 -2.32 -0.87
H -2.59 -4.01 -1.35
H -2.23 -3.62 0.34
C -0.16 -5.05 -0.80
H 0.89 -5.27 -1.00
H -0.43 -5.42 0.20
H -0.76 -5.64 -1.51
Cu 0.02 -0.11 -0.34
C 0.24 0.79 1.22
O 0.53 1.30 2.23
N -1.61 -0.20 -1.67
C -2.15 -0.07 -2.71
C -2.43 0.19 -4.19
C -1.61 1.31 -4.87
C -2.00 -1.10 -4.87
C -3.92 0.50 -4.27
H -1.77 2.31 -4.44
H -0.53 1.11 -4.86
H -1.94 1.37 -5.92
H -2.38 -2.01 -4.38
H -2.25 -1.20 -5.93
H -0.91 -1.16 -4.83
H -4.25 1.06 -5.15
H -4.50 -0.43 -4.22
H -4.21 1.12 -3.41
O -1.78 -0.20 3.04
H -2.72 0.01 3.24
H -1.37 0.00 3.91
```

The total energy is -101219.483 eV. As for the expectation value of S²: 0.780. As for the total charge: +1. Its spin multiplicity is 2. The HOMO-LUMO gap (spin up / spin down) comes out at 0.27512 / 0.19986 Eh. The highest occupied orbital energy (spin up / spin down) is -9.437 / -9.427 eV. Its strongest force on any atom is 4.94 eV/A.

Löwdin population analysis, charges in e, atoms 1 to 6: -0.312, -0.334, -0.012, -0.007, -0.032, 0.123


[3]
Density functional theory data (ωB97M-V with the def2-TZVPD basis set) for a 7-piece molecular cluster, C29H53FNO11S5 overall in a non-equilibrium geometry.

```
100
Properties=species:S:1:pos:R:3
C 1.09 3.44 -1.70
C 1.97 2.22 -1.27
O 3.06 2.34 -0.76
N 1.53 0.82 -1.50
H 0.57 0.74 -2.17
H 2.37 0.45 -2.05
C 1.52 0.03 -0.29
H 1.01 3.48 -2.91
H 1.57 4.39 -1.46
H 0.03 3.49 -1.35
H 2.41 -0.14 0.23
H 1.19 -0.98 -0.42
H 0.99 0.37 0.45
F -4.42 0.39 1.70
C -3.72 1.46 1.30
C -2.23 1.35 1.53
C -1.48 2.53 1.37
C -2.15 3.64 0.84
C -3.49 3.82 0.66
C -4.22 2.59 0.85
H -1.85 0.38 1.72
H -0.40 2.58 1.44
H -1.57 4.44 0.60
H -3.89 4.69 0.34
H -5.37 2.68 1.05
C 3.37 -5.61 -1.73
C 4.20 -4.62 -2.53
C 4.34 -3.39 -1.92
S 4.38 -3.73 -0.20
O 3.79 -2.66 0.59
O 5.75 -4.20 0.02
C 3.42 -5.12 -0.26
H 3.66 -6.58 -1.88
H 2.38 -5.69 -2.04
H 3.56 -4.43 -3.40
H 5.00 -5.22 -2.66
H 3.54 -2.58 -2.21
H 5.34 -3.17 -1.96
H 2.34 -4.82 0.06
H 3.58 -5.78 0.53
C -4.12 -2.39 -1.88
C -3.16 -3.41 -2.40
C -2.20 -3.75 -1.50
S -1.91 -2.27 -0.59
O -1.16 -1.27 -1.27
O -1.47 -2.48 0.78
C -3.62 -1.86 -0.56
H -5.16 -2.87 -1.84
H -4.32 -1.61 -2.55
H -2.81 -2.76 -3.27
H -3.44 -4.23 -2.90
H -1.23 -4.21 -1.87
H -2.70 -4.54 -0.97
H -3.75 -0.84 -0.36
H -3.99 -2.38 0.24
C 2.24 5.66 4.22
C 3.48 5.77 3.43
C 3.56 4.65 2.62
S 1.87 4.24 2.22
O 1.73 2.86 2.48
O 1.48 4.72 0.94
C 1.16 5.19 3.48
H 2.00 6.65 4.76
H 2.59 5.05 5.10
H 4.27 5.81 4.28
H 3.68 6.71 2.92
H 4.19 4.00 3.17
H 4.20 4.90 1.61
H 0.48 4.72 4.09
H 0.67 6.07 2.94
C 0.30 -4.67 2.83
C -0.70 -3.92 3.76
C 0.04 -2.97 4.47
S 1.11 -2.18 3.30
O 2.36 -1.74 3.88
O 0.25 -1.19 2.77
C 1.25 -3.62 2.32
H -0.33 -4.77 2.04
H 0.74 -5.75 3.24
H -0.97 -4.65 4.54
H -1.39 -3.39 3.16
H 0.64 -3.36 5.17
H -0.70 -2.36 5.13
H 2.34 -3.84 2.49
H 1.07 -3.18 1.33
C -2.72 3.40 -4.22
C -3.66 2.72 -3.21
C -3.28 1.44 -2.71
S -2.00 0.97 -3.78
O -2.36 -0.19 -4.55
O -0.74 1.08 -3.02
C -2.16 2.23 -4.97
H -1.78 3.85 -3.61
H -3.14 4.19 -4.94
H -4.58 2.50 -3.55
H -3.82 3.27 -2.33
H -4.13 0.70 -2.73
H -3.06 1.48 -1.60
H -3.01 1.69 -5.68
H -1.28 2.56 -5.46
```

The total energy is -111819.826 eV. As for the total charge: +1. The HOMO-LUMO gap comes out at 0.33048 Eh. The highest occupied orbital energy is -11.332 eV. For the energy relative to the best compared isomer or geometry (same formula, charge and spin), the calculation gives 3.3 kcal per mole. Its strongest force on any atom is 8.24 eV/A.

Löwdin population analysis, charges in e, atoms 1 to 6: 0.006, -0.365, 0.142, 0.081, 0.170, 0.210


[4]
Density functional theory data (ωB97M-V with the def2-TZVPD basis set) for a 10-piece molecular cluster, C29H54N2O28S2 overall in a non-equilibrium geometry.

```
115
Properties=species:S:1:pos:R:3
C 1.66 0.54 1.50
N 2.01 0.72 0.06
C 3.49 0.68 -0.13
C 1.63 -0.66 -0.53
C 1.32 1.76 -0.62
C -0.29 1.75 -0.70
O -0.71 2.55 -1.79
H 1.92 -0.43 1.97
H 0.53 0.47 1.54
H 2.00 1.42 1.94
H 3.86 0.98 -1.19
H 3.93 -0.14 0.17
H 3.85 1.55 0.51
H 2.05 -1.66 -0.33
H 1.82 -0.75 -1.54
H 0.52 -0.90 -0.31
H 1.72 1.99 -1.73
H 1.84 2.64 -0.20
H -0.83 1.93 0.32
H -0.64 0.77 -0.85
H -1.77 2.64 -1.65
N -3.58 3.26 -0.62
O -3.77 2.00 -0.42
O -3.59 4.02 0.28
O -3.42 3.65 -1.79
O -1.67 -1.70 -2.06
S -1.43 -3.12 -2.60
O -0.81 -4.14 -1.74
O -2.99 -3.61 -3.12
C -3.90 -3.90 -2.00
C -4.91 -4.68 -2.63
C -0.65 -2.85 -4.18
H -4.32 -2.88 -1.50
H -3.31 -4.43 -1.08
H -5.75 -4.90 -1.86
H -4.44 -5.53 -3.04
H -5.32 -4.28 -3.43
H 0.33 -2.60 -4.07
H -1.16 -2.22 -4.80
H -0.66 -3.74 -4.54
O 4.80 0.88 3.87
S 4.92 -0.45 4.31
O 3.80 -1.24 4.82
O 5.22 -1.27 2.85
C 4.88 -2.61 2.63
C 6.01 -3.19 1.80
C 6.46 -0.71 5.19
H 3.81 -2.60 2.34
H 4.98 -3.20 3.52
H 6.23 -2.67 0.77
H 5.78 -4.26 1.47
H 7.10 -3.27 2.22
H 6.59 -1.65 5.45
H 6.27 -0.02 5.95
H 7.03 -0.18 4.38
C 1.26 -4.15 0.74
C 0.17 -4.93 1.47
O -0.09 -4.15 2.62
C 0.73 -3.08 2.60
O 0.59 -2.24 3.50
O 1.54 -3.02 1.56
H 0.86 -3.53 -0.18
H 2.16 -4.77 0.39
H 0.68 -5.88 1.96
H -0.68 -5.09 0.94
C 0.85 2.27 -5.57
C 0.94 1.01 -4.83
O 1.04 0.06 -5.75
C 1.24 0.68 -6.95
O 1.28 0.03 -8.03
O 1.33 1.95 -6.90
H 1.55 3.05 -5.35
H -0.21 2.73 -5.60
H 0.07 0.85 -4.30
H 1.73 1.11 -4.14
C -3.08 0.89 -3.87
C -3.36 2.26 -4.63
O -2.81 1.89 -5.86
C -2.31 0.63 -5.86
O -1.82 0.11 -6.88
O -2.54 0.01 -4.82
H -3.98 0.44 -3.36
H -2.33 1.28 -3.18
H -3.14 3.26 -4.35
H -4.56 2.34 -4.98
C -0.64 5.30 0.75
C -1.01 5.46 2.12
O -0.65 6.82 2.45
C -0.04 7.40 1.41
O 0.74 8.36 1.38
O -0.15 6.61 0.45
H -1.44 4.99 0.03
H 0.20 4.56 0.77
H -0.37 4.69 2.80
H -2.17 5.18 2.21
C -4.10 0.46 2.00
C -3.73 -0.61 0.97
O -3.52 -1.85 1.80
C -3.75 -1.53 2.99
O -3.74 -2.37 3.92
O -3.99 -0.30 3.20
H -5.00 0.94 1.91
H -3.32 1.08 1.95
H -2.89 -0.41 0.38
H -4.63 -0.86 0.42
C 0.80 1.01 5.63
C -0.58 0.45 5.96
O -1.40 1.13 4.88
C -0.67 1.80 4.10
O -1.12 2.13 3.02
O 0.52 1.92 4.55
H 1.57 0.21 5.49
H 1.12 1.60 6.41
H -0.98 0.80 7.00
H -0.59 -0.74 5.80
```

The total energy is -112911.599 eV. The HOMO-LUMO gap comes out at 0.29565 Eh. The highest occupied orbital energy is -8.707 eV. For the energy relative to the best compared isomer or geometry (same formula, charge and spin), the calculation gives 0.0 kcal per mole. Its strongest force on any atom is 8.95 eV/A.

Löwdin population analysis, charges in e, atoms 1 to 6: 0.042, -0.345, 0.020, -0.014, -0.109, -0.218


[5]
Density functional theory data (ωB97M-V with the def2-TZVPD basis set) for a 3-piece molecular cluster, C29H54N3O4 overall in a non-equilibrium geometry.

```
90
Properties=species:S:1:pos:R:3
C -2.31 -4.78 4.07
C -3.29 -3.93 3.32
O -4.14 -4.40 2.63
O -3.17 -2.59 3.50
C -2.31 -1.96 2.51
C -1.03 -1.42 3.14
C 0.23 -1.71 2.29
C 1.09 -2.79 2.95
C 2.49 -3.01 2.34
C 2.61 -2.69 0.85
C 1.80 -3.55 -0.07
C 1.38 -3.09 -1.31
C 0.59 -3.91 -2.12
C 0.10 -3.43 -3.46
C -1.42 -3.54 -3.56
O -1.98 -2.31 -3.04
C -2.65 -2.51 -1.88
O -2.13 -2.43 -0.82
N 0.22 -5.13 -1.75
N 0.63 -5.54 -0.57
C 0.14 -6.88 -0.16
C 1.22 -7.72 0.47
N 1.29 -7.76 1.73
C 1.38 -4.84 0.28
H -1.63 -5.27 3.39
H -1.73 -4.18 4.76
H -2.84 -5.53 4.65
H -2.07 -2.70 1.76
H -2.87 -1.17 2.04
H -0.93 -1.91 4.11
H -1.13 -0.36 3.35
H -0.11 -2.04 1.31
H 0.79 -0.78 2.15
H 1.23 -2.51 3.99
H 0.53 -3.72 2.94
H 2.74 -4.06 2.48
H 3.25 -2.47 2.88
H 2.34 -1.65 0.67
H 3.67 -2.75 0.58
H 1.65 -2.10 -1.64
H 0.54 -4.06 -4.24
H 0.36 -2.39 -3.60
H -1.79 -4.37 -2.97
H -1.77 -3.68 -4.57
H -3.73 -2.70 -1.99
H -0.22 -7.37 -1.06
H -0.67 -6.76 0.54
H 1.89 -8.29 -0.17
H 2.03 -8.38 2.03
H 1.65 -5.26 1.23
C 0.92 5.88 1.18
C 2.00 4.82 1.34
C 1.52 3.40 1.04
C 0.41 2.89 1.96
C 0.75 2.90 3.45
C 1.93 1.99 3.80
H 0.09 5.72 1.88
H 1.32 6.88 1.36
H 0.51 5.86 0.16
H 2.42 4.88 2.35
H 2.83 5.05 0.66
H 2.38 2.72 1.09
H 1.16 3.36 0.01
H 0.15 1.87 1.66
H -0.50 3.49 1.80
H -0.13 2.56 4.01
H 0.95 3.91 3.80
H 1.73 0.96 3.50
H 2.11 1.99 4.88
H 2.85 2.32 3.32
C -2.63 7.32 -4.53
C -1.51 7.12 -3.51
C -0.18 6.69 -4.14
C -0.22 5.36 -4.88
C -0.68 4.17 -4.03
C 0.24 3.89 -2.84
H -2.87 6.40 -5.06
H -3.54 7.66 -4.04
H -2.35 8.07 -5.27
H -1.83 6.39 -2.76
H -1.35 8.06 -2.97
H 0.58 6.66 -3.36
H 0.14 7.47 -4.84
H 0.78 5.15 -5.27
H -0.88 5.44 -5.75
H -0.71 3.28 -4.67
H -1.70 4.33 -3.67
H 1.26 3.69 -3.17
H -0.11 3.02 -2.29
H 0.26 4.73 -2.15
```

The total energy is -43601.666 eV. As for the total charge: +1. The HOMO-LUMO gap comes out at 0.28463 Eh. The highest occupied orbital energy is -12.275 eV. For the energy relative to the best compared isomer or geometry (same formula, charge and spin), the calculation gives 3.8 kcal per mole. Its strongest force on any atom is 1.17 eV/A.

Löwdin population analysis, charges in e, atoms 1 to 6: 0.024, -0.556, 0.150, -0.024, -0.148, -0.138